Entry from the OMol25 dataset: a structure of composition C19H24NPb in a non-equilibrium geometry (ωB97M-V/def2-TZVPD).

Its molar mass is 473.61 g/mol. The calculation puts the HOMO energy at -9.8 eV. The calculation puts the frontier orbital gap at 3.5440 eV. As for the max |F|: 2.48 eV Å⁻¹. The charge is +1.

XYZ file:
```
45
Properties=species:S:1:pos:R:3:mulliken_charge:R:1
C -0.2574 0.4866 -3.9397 1.1969
C 0.3353 1.8260 -3.8358 -1.1081
C 0.5775 -0.6283 -4.3968 -1.0367
C -1.7124 0.3138 -3.8753 -1.0349
H 0.6583 -0.6917 -5.4993 0.3744
H 0.1723 -1.5923 -4.0563 0.2960
H 1.6039 -0.5349 -4.0127 0.2749
H 0.3869 2.3644 -4.8028 0.3719
H 1.3689 1.7675 -3.4619 0.3177
H -0.2401 2.4693 -3.1542 0.3449
H -2.2133 0.4180 -4.8584 0.3746
H -2.1765 1.0553 -3.2089 0.3441
H -1.9736 -0.6880 -3.5029 0.2462
C 2.5747 -0.2915 1.5902 -0.4578
C 2.6213 -1.0522 0.3873 -0.7588
C 2.7241 -0.1404 -0.7097 -0.2901
H 2.6403 -2.1343 0.3238 0.4665
C 2.7543 1.1850 -0.1822 -0.6144
C 2.6213 1.0932 1.2400 -0.8011
H 2.6166 1.9292 1.9396 0.4450
H 2.5749 -0.7016 2.6006 0.5640
H 2.8275 -0.4192 -1.7582 0.4503
H 2.9251 2.0985 -0.7496 0.4313
C -2.2851 -1.6451 0.9845 -0.8883
C -1.1020 -2.3405 1.3800 -0.4573
C -0.4079 -2.7303 0.2018 -0.8060
H -0.8132 -2.5962 2.4029 0.5858
C -1.1769 -2.3062 -0.9250 -0.2574
C -2.3510 -1.6598 -0.4423 -0.5741
H -3.1864 -1.3093 -1.0497 0.4243
H -3.0369 -1.2300 1.6581 0.4422
H 0.5130 -3.3078 0.1694 0.4488
H -0.9359 -2.5070 -1.9706 0.5058
Pb -0.1696 0.3884 0.2469 1.1019
C -0.9776 1.5116 5.2350 -0.1272
C -1.3747 2.3383 4.1848 -0.7539
C -1.1211 1.9476 2.8755 -0.0223
N -0.4816 0.7659 2.5985 0.0485
C -0.0951 -0.0467 3.6315 -0.0226
C -0.3324 0.3067 4.9587 -1.0687
H -1.1671 1.7928 6.2630 0.3884
H -1.8806 3.2877 4.3637 0.3974
H -1.4359 2.5853 2.0333 0.3542
H 0.4104 -0.9934 3.3859 0.4880
H -0.0024 -0.3844 5.7377 0.3958
```

***

Entry from the OMol25 dataset: a cluster of 2 separate species, C4H13N2 in total in a non-equilibrium geometry (ωB97M-V/def2-TZVPD).

Its molar mass is 89.16 g/mol. As for the expectation value of S²: 1.7621. The calculation puts the HOMO energy (alpha / beta) at -19.1 / -20.3 eV. Its multiplicity is 2. The value obtained for the energy above the lowest of the compared OMol25 structures with the same formula, charge and spin is 105.30 kcal/mol. The calculation puts the frontier orbital gap (alpha / beta) at 5.8338 / 8.7968 eV. As for the max |F|: 1.94 eV Å⁻¹. The charge is +2.

XYZ file:
```
19
Properties=species:S:1:pos:R:3:lowdin_spin:R:1
N -1.0954 0.3986 3.5728 -0.9295
C -1.2622 1.3755 -1.6229 0.0801
C 0.1063 1.4025 -0.8680 0.1937
N 0.4374 0.1426 -0.3818 1.3152
C 1.1032 -0.9321 -1.0466 0.1876
C 1.3007 -2.1597 -0.1531 0.0310
H -1.5153 -0.5169 3.7733 -0.0223
H -0.7150 0.9217 4.3713 -0.0221
H -2.0599 0.8791 -1.0734 0.0015
H -1.1210 0.8092 -2.5455 0.0031
H -1.5679 2.3813 -1.9063 0.0061
H -0.0121 2.1507 -0.0797 0.0329
H 0.8634 1.7586 -1.5806 0.0519
H -0.7388 0.5426 2.6299 -0.0241
H 1.9993 -0.4980 -1.4997 0.0425
H 0.4041 -1.2321 -1.8413 0.0508
H 0.3531 -2.3116 0.3706 0.0009
H 1.4597 -3.0592 -0.7379 -0.0006
H 2.0604 -2.0527 0.6191 0.0015
```

***

Entry from the OMol25 dataset: the molecule C5H5NO in a non-equilibrium geometry (ωB97M-V/def2-TZVPD).

Its molar mass is 95.10 g/mol. The calculation puts the HOMO energy at -10.2 eV. The value obtained for the energy above the lowest of the compared OMol25 structures with the same formula, charge and spin is 33.31 kcal/mol. The calculation puts the frontier orbital gap at 10.7569 eV. As for the max |F|: 1.06 eV Å⁻¹. Its structure (SMILES) is N#C[C@@H]1C[C@@H]1C=O. The charge is 0.

XYZ file:
```
12
Properties=species:S:1:pos:R:3:mulliken_charge:R:1
N 0.4831 -1.9877 -1.8117 -0.4646
C 0.4880 -0.8908 -1.4432 0.1729
C 0.3653 0.4358 -0.8803 -0.1473
C 0.9470 0.7094 0.4786 -0.6309
C -0.5395 0.5238 0.3371 0.0788
C -1.1858 -0.7267 0.8708 -0.2088
O -1.9045 -0.7193 1.8402 -0.4615
H 0.3533 1.2421 -1.6073 0.3757
H 1.5411 -0.0654 0.9531 0.2926
H 1.2905 1.7231 0.6644 0.2554
H -1.1564 1.4112 0.4367 0.3702
H -0.9754 -1.6656 0.3198 0.3673
```

***

Entry from the OMol25 dataset: the molecule C4H3N7S2 in a non-equilibrium geometry (ωB97M-V/def2-TZVPD).

Its molar mass is 213.25 g/mol. The calculation puts the HOMO energy at -8.7 eV. The value obtained for the energy above the lowest of the compared OMol25 structures with the same formula, charge and spin is 128.75 kcal/mol. The calculation puts the frontier orbital gap at 6.7577 eV. As for the max |F|: 10.99 eV Å⁻¹. Its structure (SMILES) is c1nnc(/N=N/N=c2\[nH]ncs2)s1. The charge is 0.

XYZ file:
```
16
Properties=species:S:1:pos:R:3:mulliken_charge:R:1
C -1.8778 -2.6896 -3.1250 -0.0435
N -1.6383 -3.3184 -1.9622 -0.3369
N -0.8035 -2.4476 -1.1054 -0.2884
C -0.9249 -1.2416 -1.6678 0.5860
N -0.0924 -0.0846 -1.3490 -0.2413
N -0.6644 0.3434 0.1472 -0.1792
N 0.4333 1.3732 0.2452 -0.2987
C 0.7249 1.4156 1.5058 0.3896
N 0.7227 0.3449 2.5052 0.2447
N 1.3828 0.6587 3.5997 -0.6887
C 1.8082 1.8196 3.5337 -0.0250
S 1.7948 2.7494 2.0983 -0.0788
S -1.4202 -1.0362 -3.2643 -0.0763
H -2.1676 -3.1540 -4.1275 0.3385
H -0.0714 -0.3233 2.3576 0.3305
H 2.4812 2.1557 4.3788 0.3675
```

***

Entry from the OMol25 dataset: the ion C2H4N3 with charge +1 in a non-equilibrium geometry (ωB97M-V/def2-TZVPD).

Its molar mass is 70.08 g/mol. The calculation puts the HOMO energy at -15.7 eV. The value obtained for the energy above the lowest of the compared OMol25 structures with the same formula, charge and spin is 96.84 kcal/mol. The calculation puts the frontier orbital gap at 10.4648 eV. As for the max |F|: 4.49 eV Å⁻¹. Its structure (SMILES) is [NH+]#CN1CN1. The charge is +1.

XYZ file:
```
9
Properties=species:S:1:pos:R:3:mulliken_charge:R:1
N 0.5822 -0.4924 -2.3104 -0.1695
C 0.4978 -0.0999 -1.2019 0.3695
N 0.2451 0.2005 -0.0408 0.0889
C -0.5941 -0.1416 1.1200 -0.1306
N -0.2752 1.2177 0.9441 -0.3855
H 1.0930 -1.0874 -3.0151 0.3799
H -0.0843 -0.7811 1.8157 0.2735
H -1.7214 -0.5190 1.0141 0.2737
H 0.2568 1.7031 1.6742 0.3001
```